153
Properties=species:S:1:pos:R:3:forces:R:3 method="wB97M-V/def2-TZVPD" homo_lumo_gap_ev=6.80 e_lumo_ev=-1.0 e_homo_ev=-7.80 total_energy_ev=-147013.0319 max_force_ev_per_a=7.27
C 10.640 1.193 -2.038 0.29 0.50 0.17
C 9.400 0.247 -2.366 1.39 -0.67 -0.08
O 8.236 0.493 -1.542 0.00 -0.46 -0.90
C 7.091 -0.236 -2.035 -0.76 -1.02 -0.70
C 6.153 -0.839 -0.888 0.28 0.95 1.08
C 4.615 -0.991 -1.294 0.20 -0.11 -0.93
C 4.378 -1.863 -2.643 -0.29 1.72 0.28
C 2.866 -1.539 -3.118 0.54 -0.18 -0.39
Si 2.108 -2.891 -4.264 -0.27 -0.84 0.44
O 0.408 -3.140 -4.049 1.02 2.55 -0.92
Si -0.578 -1.780 -4.456 -0.17 -1.25 1.46
C -1.836 -1.441 -3.024 0.29 0.71 -0.10
C -1.184 -0.581 -1.832 -1.57 0.58 0.49
C -2.425 0.115 -1.034 0.61 -1.08 -0.07
C -3.263 -0.961 -0.165 0.45 1.02 0.80
N -4.728 -0.942 -0.500 0.83 -0.83 -0.23
C 0.353 -0.207 -4.998 -0.55 1.78 -0.12
C -0.751 0.915 -5.412 -0.27 -1.23 1.42
O -0.115 2.207 -5.666 -2.16 0.49 1.29
C -1.162 3.179 -5.474 -1.08 0.54 -4.43
O -1.738 3.582 -6.507 1.82 -1.15 4.21
P -1.857 -2.361 -6.210 0.67 1.42 -4.29
O -1.375 -1.680 -7.533 -0.73 -0.93 2.54
C 2.631 -2.683 -6.131 1.31 -0.65 -0.42
Cl 1.376 -3.439 -7.279 0.74 1.00 0.98
C 4.016 -3.480 -6.469 -0.16 1.79 -1.30
C 5.313 -2.808 -5.817 0.28 -1.75 0.21
Cl 3.884 -5.294 -6.175 0.34 1.38 -0.08
H 11.547 0.918 -2.698 -1.56 0.17 0.94
H 10.446 2.305 -2.248 -0.02 -1.67 0.28
H 11.000 1.127 -0.949 -0.75 -0.08 -1.56
H 9.741 -0.840 -2.165 -0.48 1.50 -0.37
H 9.197 0.315 -3.491 -0.10 0.09 1.49
H 6.443 0.440 -2.710 1.05 -0.87 0.87
H 7.476 -1.130 -2.661 -0.67 1.39 0.73
H 6.184 -0.080 -0.016 0.01 -1.16 -1.28
H 6.622 -1.795 -0.477 -0.76 1.13 -0.66
H 4.217 0.059 -1.537 0.58 -1.42 0.38
H 3.950 -1.396 -0.453 1.18 0.48 -1.04
H 4.598 -2.971 -2.508 -0.24 1.45 -0.19
H 5.060 -1.369 -3.431 -0.87 -1.26 1.19
H 2.925 -0.582 -3.740 -0.34 -0.95 1.29
H 2.206 -1.460 -2.192 0.69 0.24 -1.24
H 2.757 -4.158 -3.848 -0.27 0.09 0.01
H -2.338 -2.399 -2.654 0.78 1.27 -0.46
H -2.667 -0.795 -3.505 1.14 -0.97 0.74
H -0.612 -1.239 -1.086 -0.59 0.99 -1.27
H -0.541 0.290 -2.225 -0.67 -1.54 0.49
H -2.020 0.919 -0.329 -0.69 -0.92 -1.13
H -3.139 0.534 -1.832 1.14 -0.24 1.25
H -3.140 -0.638 0.934 -0.27 -0.60 -1.56
H -2.818 -2.022 -0.216 -0.82 1.56 -0.24
H -4.957 -1.733 -1.121 0.09 0.87 0.35
H -5.004 -0.058 -0.943 0.25 -0.65 0.21
H 1.063 -0.332 -5.878 -0.79 0.05 1.26
H 0.857 0.222 -4.055 -0.39 -0.66 -1.59
H -1.423 0.583 -6.269 1.16 0.51 0.78
H -1.424 1.031 -4.479 0.82 -0.11 -1.29
H -1.475 3.559 -4.442 0.88 -0.86 -1.05
H -3.208 -1.868 -6.002 0.51 -0.91 0.44
H -1.829 -3.784 -6.439 -0.53 0.47 0.73
H 2.859 -1.591 -6.401 -0.61 -1.59 0.04
H 4.133 -3.366 -7.611 -0.32 -0.42 1.80
H 5.493 -3.342 -4.814 -0.23 1.21 -1.33
H 5.262 -1.676 -5.712 -0.15 -1.55 -0.16
H 6.211 -3.096 -6.475 -1.33 0.58 0.95
O -3.085 -0.184 3.589 3.18 1.58 -1.23
P -2.530 0.421 4.894 -6.24 -2.52 2.75
N -2.625 -1.062 5.763 0.22 -1.12 0.86
C -3.869 -1.816 5.845 -0.43 0.09 -0.16
C -1.552 -1.985 5.389 0.26 0.44 0.09
N -3.846 1.473 5.168 -0.56 1.22 -1.10
C -4.862 1.323 6.188 0.42 0.31 0.69
C -4.447 2.082 3.982 0.03 -0.42 -0.35
N -1.820 1.161 6.362 2.65 0.61 -0.87
C -0.556 1.834 6.037 -0.07 0.52 0.10
C -1.702 0.540 7.674 0.08 -0.87 0.11
H -3.745 -2.685 6.501 0.27 0.07 -0.10
H -4.217 -2.169 4.870 -0.03 -0.05 -0.03
H -4.664 -1.234 6.308 0.04 0.15 -0.13
H -0.581 -1.479 5.437 0.01 0.05 -0.06
H -1.681 -2.365 4.369 0.01 -0.04 -0.01
H -1.499 -2.834 6.076 -0.16 0.09 0.05
H -5.656 0.636 5.873 -0.01 -0.04 -0.06
H -5.330 2.289 6.405 0.04 0.00 -0.13
H -4.459 0.977 7.139 0.11 -0.14 -0.09
H -5.152 1.397 3.495 -0.01 0.06 -0.12
H -3.680 2.357 3.255 -0.11 -0.14 0.03
H -4.983 3.002 4.236 0.07 -0.10 0.28
H 0.241 1.106 5.849 0.15 0.14 0.09
H -0.238 2.503 6.843 -0.07 -0.12 0.00
H -0.673 2.449 5.139 -0.06 -0.07 -0.07
H -0.924 -0.233 7.702 -0.04 -0.03 0.15
H -2.638 0.099 8.018 0.10 -0.04 -0.32
H -1.440 1.295 8.424 0.15 0.30 -0.36
O -4.917 -2.442 10.497 2.10 2.35 1.99
P -4.183 -3.393 11.462 -4.14 -4.94 -3.27
N -3.587 -4.404 10.202 0.75 -0.90 -0.84
C -4.481 -5.001 9.219 -0.41 0.03 -0.01
C -2.467 -3.786 9.491 0.15 0.08 0.47
N -5.592 -3.983 12.226 -1.20 0.93 0.80
C -6.164 -5.302 12.062 0.51 -0.43 0.53
C -6.671 -3.018 12.431 0.04 0.29 -0.45
N -3.296 -4.425 12.626 1.95 1.80 1.00
C -2.434 -3.605 13.486 -0.17 -0.05 0.51
C -2.612 -5.676 12.327 0.37 -0.15 -0.77
H -3.921 -5.665 8.551 0.19 0.21 0.10
H -4.997 -4.255 8.607 -0.03 0.01 -0.07
H -5.224 -5.642 9.687 -0.07 0.16 0.13
H -1.711 -3.434 10.203 -0.02 0.07 0.04
H -2.792 -2.925 8.895 0.02 0.03 -0.04
H -1.967 -4.502 8.832 -0.15 -0.09 0.07
H -6.791 -5.366 11.166 -0.02 0.05 -0.06
H -6.793 -5.555 12.922 -0.01 0.13 -0.02
H -5.410 -6.088 12.016 0.13 0.11 -0.12
H -7.271 -2.890 11.521 -0.06 0.11 0.04
H -6.272 -2.043 12.718 -0.05 -0.09 -0.16
H -7.338 -3.334 13.239 0.18 -0.25 -0.02
H -1.562 -3.236 12.933 0.12 -0.02 0.18
H -2.086 -4.166 14.358 -0.03 -0.03 -0.13
H -2.988 -2.739 13.863 -0.06 0.03 -0.09
H -1.680 -5.520 11.771 0.02 -0.17 -0.01
H -3.235 -6.373 11.765 0.00 0.34 -0.08
H -2.357 -6.195 13.257 -0.06 0.42 0.24
O 2.004 7.531 -7.787 -1.37 2.81 -2.00
P 1.850 6.899 -9.185 2.99 -5.69 3.36
N 0.956 5.546 -8.607 -0.77 -0.97 0.13
C 1.465 4.699 -7.538 0.29 -0.05 0.17
C -0.431 5.902 -8.293 -0.07 0.10 -0.52
N 3.514 6.591 -9.417 1.35 1.13 0.03
C 4.155 5.295 -9.385 -0.20 -0.23 -0.78
C 4.439 7.593 -8.889 -0.27 0.12 0.43
N 1.647 6.247 -10.841 -1.60 1.99 -1.24
C 1.086 7.271 -11.730 0.36 0.10 -0.37
C 1.085 4.951 -11.197 -0.63 -0.38 0.48
H 0.789 3.855 -7.368 -0.11 0.25 -0.16
H 1.588 5.237 -6.592 0.01 0.01 0.09
H 2.416 4.242 -7.805 0.10 0.20 -0.03
H -0.886 6.437 -9.135 0.06 0.11 -0.01
H -0.493 6.550 -7.412 -0.01 0.02 0.02
H -1.043 5.013 -8.119 0.26 0.05 -0.05
H 4.382 4.977 -8.361 -0.01 0.02 0.08
H 5.101 5.323 -9.937 -0.01 0.12 0.05
H 3.563 4.518 -9.868 -0.18 0.07 0.08
H 4.607 7.454 -7.814 0.06 0.13 0.03
H 4.051 8.601 -9.046 -0.01 -0.13 0.14
H 5.407 7.546 -9.397 -0.13 -0.24 -0.12
H 0.025 7.441 -11.516 -0.04 0.04 -0.22
H 1.192 6.990 -12.783 -0.02 -0.07 0.11
H 1.615 8.220 -11.598 0.01 0.01 0.11
H -0.003 4.916 -11.062 0.02 -0.17 -0.03
H 1.528 4.129 -10.634 -0.09 0.30 0.17
H 1.292 4.730 -12.250 0.10 0.48 -0.08